Computed, not measured: 5 unconnected molecules or ions with the total composition C24H62N3O17P4, with the ωB97M-V functional and the def2-TZVPD basis.

```
110
Properties=species:S:1:pos:R:3
C -0.2660 3.3164 -3.3821
O 0.0054 3.9157 -4.6272
C 1.3511 4.3409 -4.7174
C 2.2693 3.1898 -5.0764
C 3.7126 3.6199 -5.4213
C 4.7053 3.4703 -4.2530
C 6.0143 2.7433 -4.6309
C 6.3970 1.6390 -3.6374
C 5.7121 0.2720 -3.8608
C 4.4862 0.3369 -4.7547
N 3.7097 -0.9607 -4.7429
C 2.5425 -1.0104 -3.8104
C 1.4185 -0.3718 -4.5926
N 1.7915 -0.8450 -5.9465
C 3.0988 -1.1223 -5.9730
N 3.7443 -1.4955 -7.1099
H -0.3798 4.0514 -2.5832
H -1.1830 2.7370 -3.4483
H 0.5320 2.6354 -3.0738
H 1.4121 5.1170 -5.4781
H 1.6427 4.7984 -3.7663
H 2.3214 2.4873 -4.2420
H 1.8139 2.6846 -5.9306
H 3.6859 4.6563 -5.7527
H 4.0399 3.0084 -6.2613
H 4.2523 2.9462 -3.4106
H 4.9456 4.4641 -3.8809
H 6.8316 3.4631 -4.6226
H 5.9700 2.3794 -5.6563
H 7.4728 1.4953 -3.7179
H 6.2084 1.9786 -2.6224
H 5.4406 -0.1809 -2.9076
H 6.4202 -0.4223 -4.3127
H 4.8098 0.5425 -5.7739
H 3.8298 1.1596 -4.4764
H 2.7289 -0.6893 -2.7924
H 2.3124 -2.0765 -3.7254
H 1.4957 0.7160 -4.6185
H 0.4077 -0.5845 -4.2670
H 1.1461 -1.3730 -6.5225
H 4.4697 -0.9086 -7.4770
H 3.5129 -2.3265 -7.6194
C 1.7934 3.3378 2.7445
O 0.9839 2.2442 2.2713
P 0.4613 2.3222 0.7746
O 1.4796 2.6310 -0.2293
O -0.7350 3.3507 0.7963
C -1.7455 3.2543 1.8135
O -0.2628 0.9271 0.6067
C 0.5361 -0.1996 0.2134
H 1.6646 3.4057 3.8215
H 2.8390 3.1440 2.5166
H 1.4904 4.2810 2.2885
H -1.4677 3.8790 2.6614
H -1.8830 2.2267 2.1453
H -2.6739 3.6204 1.3844
H 0.0517 -1.0988 0.5856
H 1.5427 -0.1324 0.6255
H 0.5891 -0.2443 -0.8735
C 3.9970 4.0525 9.6612
O 3.1696 2.9855 9.1694
P 2.6346 3.1099 7.6768
O 3.6472 3.4354 6.6776
O 1.4470 4.1489 7.7436
C 0.4478 4.0302 8.7680
O 1.8907 1.7279 7.4842
C 2.6685 0.6026 7.0456
H 3.8766 4.0854 10.7408
H 5.0374 3.8535 9.4131
H 3.7009 5.0125 9.2367
H 0.7396 4.6263 9.6318
H 0.3045 2.9943 9.0706
H -0.4824 4.4174 8.3615
H 2.1792 -0.2939 7.4166
H 3.6847 0.6455 7.4346
H 2.6969 0.5830 5.9579
C -1.0094 -4.4877 2.8753
O -1.1793 -5.4289 1.8032
P -1.8029 -4.8838 0.4462
O -1.1804 -3.6691 -0.0763
O -3.3456 -4.7296 0.7236
C -4.0742 -5.7894 1.3710
O -1.7240 -6.1647 -0.4770
C -0.5046 -6.4112 -1.1904
H -1.0526 -5.0456 3.8067
H -0.0411 -3.9992 2.7845
H -1.7985 -3.7347 2.8715
H -4.0817 -5.6194 2.4462
H -3.6472 -6.7677 1.1580
H -5.0950 -5.7573 1.0034
H -0.4355 -7.4828 -1.3556
H 0.3635 -6.0787 -0.6224
H -0.5338 -5.8937 -2.1478
C -10.2629 -5.3674 0.8672
O -9.3830 -4.3534 0.3559
P -8.5701 -3.4947 1.4224
O -7.8711 -4.2756 2.4381
O -9.6088 -2.4615 2.0076
C -10.4644 -1.7228 1.1231
O -7.6594 -2.6045 0.4851
C -6.4007 -3.1687 0.0869
H -11.0545 -5.5096 0.1360
H -9.7138 -6.2973 0.9998
H -10.7026 -5.0685 1.8194
H -11.3998 -2.2639 0.9849
H -9.9931 -1.5549 0.1561
H -10.6689 -0.7653 1.5937
H -6.1193 -2.7304 -0.8666
H -6.4748 -4.2495 -0.0237
H -5.6463 -2.9320 0.8342
```

The LUMO energy comes out at -3.51 eV. Its HOMO-LUMO gap is 8.081 eV. The total energy comes out at -3760.5284 Eh. Its total charge is +1.

Results of the Löwdin charge analysis, in e, for atoms 1 through 5: C -0.1117; O -0.1762; C -0.2300; C -0.2008; C -0.1810